Record 1
123
Properties=species:S:1:pos:R:3:forces:R:3:lowdin_charge:R:1 method="wB97M-V/def2-TZVPD" charge=+1 lumo_ev=-5.6 mol_weight_g_mol=815.06 de_lowest_ev=2.965 max_force_ev_per_a=13.7
C 5.2814 2.0881 79.8811 3.40 1.30 2.58 0.043
C 5.9467 1.1881 81.0464 -1.55 0.23 0.52 -0.335
C 6.0972 -0.2056 80.5375 0.24 -4.81 0.39 -0.131
C 7.3024 -0.5293 79.6041 -1.55 3.90 0.66 -0.176
C 8.4922 -0.0843 80.3286 2.60 0.08 1.58 -0.151
C 8.5353 1.4035 80.6425 2.12 -1.81 3.79 -0.453
N 7.3343 1.7481 81.3887 -2.31 5.58 1.58 0.066
O 7.3442 2.7888 82.0864 0.08 -4.31 -2.18 0.203
C 8.7520 2.4047 79.5943 -4.46 1.77 -1.86 0.019
C 9.6865 1.4814 81.6949 2.38 3.04 -6.37 0.012
C 5.0740 1.1738 82.4061 2.02 0.25 -0.45 0.023
H 4.3556 1.8465 79.5642 -3.04 -1.68 -0.49 0.041
H 5.8761 2.2516 79.0394 1.31 -1.09 -1.72 0.045
H 5.2562 3.1365 80.0826 -0.38 0.89 1.47 0.088
H 5.1831 -0.5347 79.9726 0.56 0.57 0.98 0.115
H 6.2611 -0.9838 81.4320 -0.74 1.79 -1.53 0.164
H 7.0938 0.0424 78.6949 0.61 0.01 -0.25 0.121
H 7.5440 -1.4743 79.3457 -0.59 -3.57 -0.79 0.063
H 9.4786 -0.2250 79.8609 -0.48 -0.27 -0.55 0.117
H 8.7108 -0.6775 81.3441 -1.09 1.14 -1.97 0.183
H 8.9198 3.4145 79.9202 -0.56 0.57 1.18 0.080
H 7.7638 2.5052 78.8968 3.07 -0.54 0.83 0.148
H 9.7024 2.2955 79.2219 1.99 -1.21 -2.06 0.055
H 9.6091 1.0874 82.5592 -1.32 -3.58 5.80 0.027
H 9.9840 2.4598 81.9085 -0.30 2.20 0.25 0.049
H 10.6835 1.2122 81.2671 -1.01 -0.68 -0.22 0.126
H 4.1024 0.7782 82.2038 -0.48 -0.49 -0.34 0.083
H 4.9371 2.1891 82.7545 0.05 0.21 0.10 0.076
H 5.5800 0.5725 83.2236 -0.51 0.59 -1.13 0.103
N 6.8090 7.9267 77.0763 -1.05 -1.04 1.28 -0.046
C 8.1409 7.9781 76.9709 3.21 -4.98 3.53 -0.111
C 8.7701 6.8955 77.8990 -6.72 1.71 0.00 -0.023
C 7.4866 6.3879 78.7019 0.00 5.98 -8.45 -0.054
C 6.2931 7.0207 78.0085 3.00 -1.88 2.51 -0.103
H 6.1854 8.5741 76.6550 -0.22 0.51 -0.52 0.137
H 8.7503 8.6106 76.3792 -0.24 0.60 -0.72 0.084
H 9.7105 6.3321 77.9343 -0.21 1.15 -0.04 0.043
H 7.4904 5.7427 79.4484 -0.15 -2.99 3.11 -0.022
H 5.1694 6.7801 78.1962 2.36 0.98 -0.61 0.121
N 6.0228 -4.1850 85.4604 -2.75 3.03 -0.83 -0.071
C 6.2378 -4.1982 86.7286 0.58 2.83 4.53 -0.106
C 6.0809 -2.7449 87.2967 -0.70 -4.48 -8.37 -0.017
C 5.6941 -2.0553 86.0491 -1.33 1.21 -1.02 -0.132
C 5.4841 -3.0358 84.9698 2.10 2.67 0.69 -0.148
H 6.3623 -4.8001 84.8346 0.90 -3.13 -2.09 0.106
H 6.3847 -5.2336 87.0324 0.51 0.70 1.29 0.111
H 6.0521 -2.3111 88.2000 0.22 0.86 3.21 0.019
H 5.4786 -0.7926 85.8548 0.55 -4.22 0.95 0.143
H 5.4070 -3.0012 83.8454 -0.08 0.55 1.57 0.100
N 9.5685 7.1730 82.7686 3.23 3.44 1.09 -0.063
C 8.5771 7.0616 81.8900 -2.02 -5.09 2.31 -0.071
C 7.8826 5.7442 82.4097 9.41 6.62 4.14 -0.063
C 8.5858 5.2518 83.5547 2.97 3.67 -0.31 -0.077
C 9.6458 6.2596 83.8168 -5.42 -1.73 -5.71 -0.099
H 10.2736 8.0254 82.6409 -2.02 -2.65 0.77 0.218
H 8.4492 7.7270 81.0298 -0.09 -0.55 0.51 0.102
H 7.2190 5.3804 81.9087 -7.75 -4.34 -5.29 -0.059
H 8.7275 4.3607 84.1818 -1.25 0.22 -0.63 0.091
H 10.2625 6.3485 84.5809 2.92 0.45 3.09 0.046
N 0.9427 5.9833 76.3525 0.68 -2.84 1.20 -0.035
C 1.0243 4.9255 77.2802 4.68 0.97 -0.86 -0.113
C 2.3982 4.5757 77.3111 0.53 2.32 -3.40 -0.087
C 3.1862 5.3449 76.1687 -9.88 1.08 2.71 -0.007
C 2.0551 6.2495 75.6450 4.46 -1.77 1.17 -0.103
H 0.1012 6.4384 76.4172 -2.00 1.80 -0.89 0.110
H 0.2697 4.6559 77.9846 -0.53 0.16 -0.05 0.092
H 2.9639 4.0058 78.0155 -0.25 -0.69 0.26 0.041
H 4.1840 5.2672 76.0251 2.76 0.03 -0.88 -0.002
H 2.1437 7.0995 74.9247 -0.38 -1.11 0.77 0.111
N 8.2325 -7.3167 80.0312 1.59 -0.65 -0.23 -0.086
C 6.8929 -6.7814 80.2728 1.13 0.07 0.91 -0.095
C 7.0088 -5.2857 80.4902 9.52 -8.88 -4.11 -0.067
C 8.4748 -4.9539 80.1279 -1.41 -4.38 0.83 -0.057
C 9.1840 -6.3815 79.8871 -2.27 7.03 1.16 -0.146
H 8.8389 -8.2596 80.0362 -3.54 1.89 0.07 0.214
H 6.0682 -7.6392 80.3282 1.80 2.61 0.06 0.127
H 6.3040 -4.6943 80.7096 -5.32 4.37 1.52 -0.031
H 8.8974 -3.9173 80.2426 -0.18 -1.56 -0.35 0.052
H 10.2814 -6.4885 79.7290 -1.33 -0.42 0.12 0.103
N 13.0068 3.4237 81.5516 -1.58 3.35 -2.21 -0.021
C 12.0600 4.2841 82.1226 -1.64 -1.22 -2.60 -0.082
C 11.2738 4.7412 80.9479 4.84 -2.13 0.75 -0.080
C 11.9730 4.3159 79.6819 0.43 -1.10 3.29 -0.061
C 13.0562 3.5082 80.1769 -2.55 0.80 -0.42 -0.135
H 13.4902 2.7064 81.9398 1.81 -1.92 2.03 0.096
H 11.8982 4.2423 83.2571 0.07 0.37 -2.19 0.123
H 10.4507 5.3379 81.0420 -1.97 1.57 0.08 0.011
H 11.6641 4.4414 78.6132 0.47 0.06 1.36 0.084
H 13.7472 2.8698 79.6519 0.07 0.12 -0.11 0.094
N 10.7768 -0.0315 76.5946 2.21 1.12 2.67 -0.043
C 11.1285 0.3741 75.3277 2.67 2.17 1.68 -0.112
C 12.2544 1.3192 75.4614 -1.99 -1.61 2.35 -0.093
C 12.6074 1.4831 76.8545 -3.86 -3.76 0.05 -0.069
C 11.6397 0.5065 77.5823 2.21 3.38 -1.39 -0.104
H 9.9844 -0.5327 77.0154 0.38 -0.11 -1.64 0.086
H 10.6121 0.0231 74.4723 -0.36 -0.12 -0.51 0.090
H 12.7359 1.9721 74.7746 -0.01 -0.20 -1.10 0.074
H 13.4114 2.1388 77.2118 -0.60 -0.59 0.13 0.072
H 11.5347 0.4193 78.7322 -0.12 -0.23 -2.41 0.096
N 9.0592 2.4302 76.0481 -0.48 1.59 0.80 -0.033
C 9.0293 3.8114 76.1233 -3.29 1.70 0.67 -0.114
C 7.6570 4.2304 75.7072 1.43 -1.02 0.50 -0.116
C 6.9456 2.9977 75.4449 -0.32 -2.59 -0.90 -0.121
C 7.8979 1.8406 75.6722 -2.27 4.17 -0.15 -0.122
H 9.7652 1.9415 76.5348 1.00 -0.62 0.18 0.064
H 9.6314 4.4822 76.8759 -0.67 -1.89 -2.12 0.102
H 7.2640 5.3296 75.6522 0.90 -2.47 0.15 0.102
H 5.8084 2.7654 74.9795 3.45 1.06 1.46 0.132
H 7.7480 0.7709 75.7354 0.10 0.21 -0.40 0.071
C 1.9873 -0.5695 76.9185 -3.24 2.71 -1.24 0.043
N 2.0495 -0.3422 78.3848 0.85 -2.14 -1.95 -0.467
O 1.0227 -0.5671 78.9243 -1.94 0.76 2.03 0.105
O 3.1453 -0.4273 78.8797 1.41 1.10 1.06 0.030
H 2.3271 -1.5788 76.8739 0.15 -0.52 -0.82 0.091
H 2.4269 0.2046 76.2644 0.78 -0.67 0.77 0.102
H 0.8558 -0.3778 76.7136 1.99 -1.16 0.10 0.136
C 7.0085 -3.1207 76.1054 -2.31 1.31 0.17 0.033
N 8.0556 -2.1409 75.8353 0.33 3.84 -0.87 -0.358
O 8.6040 -1.6893 76.8877 -0.77 -1.11 -2.91 -0.019
O 8.1557 -1.6667 74.6463 0.44 -1.71 4.47 0.058
H 6.2689 -2.9563 75.2346 1.17 -0.87 1.51 0.131
H 6.5161 -2.7943 77.1434 1.27 -1.18 -2.38 0.145
H 7.5571 -4.0502 76.0983 -0.55 -0.64 0.24 0.100



Record 2
11
Properties=species:S:1:pos:R:3:forces:R:3:nbo_charge:R:1 method="wB97M-V/def2-TZVPD" charge=-1 lumo_ev="3.7 / 3.7" mol_weight_g_mol=127.49 de_lowest_ev=2.124 max_force_ev_per_a=3.8
C -0.1698 0.4937 0.3426 -0.99 3.12 -0.94 -0.654
C -0.4322 -0.5973 -0.6205 -3.32 1.41 -1.04 -0.614
O -3.0723 -1.1280 1.4242 0.33 0.31 0.13 -1.133
O -3.8764 -1.1567 -1.0529 0.31 0.63 0.35 -1.128
P -3.0460 -0.5846 0.0462 1.62 -2.35 -1.66 1.987
Cl -3.3230 1.4380 0.1811 -0.12 0.92 -0.08 -0.400
H -0.9763 0.5373 1.1011 1.33 -0.09 0.36 0.230
H 0.8520 0.4178 0.6512 0.66 0.33 1.10 0.175
H -0.2851 1.6017 -0.1768 0.36 -2.75 1.03 0.178
H -0.1444 -1.5888 -0.3573 0.19 -0.59 0.13 0.181
H -0.2095 -0.2461 -1.6565 -0.38 -0.95 0.62 0.178



Record 3
9
Properties=species:S:1:pos:R:3:forces:R:3:nbo_charge:R:1 method="wB97M-V/def2-TZVPD" charge=0 lumo_ev="-3.5 / -3.9" mol_weight_g_mol=535.51 de_lowest_ev=3.063 max_force_ev_per_a=2.0
C -0.2289 0.8122 1.9553 -0.19 0.50 -1.93 -0.535
C 0.3592 -1.1178 -2.4692 -0.09 0.34 0.24 -0.407
S 0.8028 0.0920 0.7303 -0.04 0.17 0.31 -0.256
Br -2.0273 0.0145 1.9610 -0.26 0.14 -0.05 0.024
Br 0.4991 0.6093 3.6544 0.52 0.12 1.40 0.139
Br -0.5124 2.8690 1.5664 0.08 -1.11 0.28 -0.055
Br -1.0380 -1.7595 -1.4475 1.03 0.17 -0.78 0.412
Br 0.5940 0.7223 -2.5410 -0.06 -1.13 -0.29 0.384
Br 1.5514 -2.2420 -3.4097 -0.99 0.78 0.82 0.294